{"formula": "C3H5O5S2", "method": "ωB97M-V with the def2-TZVPD basis set", "symbols": ["C", "C", "C", "O", "O", "O", "O", "O", "S", "S", "H", "H", "H", "H", "H"], "positions_angstrom": [[-0.056774, -0.893334, -0.786640], [-1.826658, 0.409486, 0.582358], [-1.593712, -0.506625, -0.558153], [1.195155, 1.512628, -0.155048], [0.610331, -0.714686, -1.840231], [0.457180, -1.295116, 0.354590], [2.796129, 1.138999, 1.677982], [3.554821, 0.940828, -0.694426], [2.124281, -1.790391, 0.469335], [2.468971, 0.967075, 0.262857], [-1.633140, 1.399762, 0.346847], [-1.134209, 0.098175, 1.280207], [-2.947322, 0.346390, 0.841505], [-2.068919, -1.416919, -0.240567], [-1.946128, -0.196274, -1.540619]], "forces_ev_per_a": [[1.1, 1.7, -2.7], [-3.0, -0.2, -0.8], [2.0, -1.3, -1.6], [0.6, -0.6, 0.2], [-2.7, -1.0, 2.9], [-0.2, -1.0, 0.5], [-0.2, 0.0, -1.4], [-0.7, 0.2, 0.6], [-0.5, 2.1, -0.4], [1.0, -0.8, 1.1], [0.5, 2.0, -0.5], [0.8, -0.5, 2.3], [1.8, 0.0, 0.2], [-0.3, -0.8, -0.4], [-0.2, 0.1, 0.1]], "e_homo_ev": -4.658, "multiplicity": 1, "charge": -1, "gap_ev": 7.8197, "e_tot_ev": -35100.2925, "lumo_energy_ev": 3.161}

---

{"formula": "C4H8O2", "method": "ωB97M-V with the def2-TZVPD basis set", "symbols": ["C", "C", "O", "C", "C", "O", "H", "H", "H", "H", "H", "H", "H", "H"], "positions_angstrom": [[-1.681459, -0.329805, -0.507983], [-0.359792, 0.410031, -0.249285], [-0.452555, 1.368548, 0.798987], [0.711409, -0.588057, 0.199000], [2.126110, -0.105426, 0.442732], [3.095077, -0.777213, 0.168172], [-2.461109, 0.333124, -0.901948], [-1.534560, -1.125510, -1.250106], [-2.051504, -0.784009, 0.416197], [-0.098700, 0.898535, -1.197366], [-0.688665, 2.230867, 0.440689], [0.776550, -1.434569, -0.488891], [0.368466, -0.965832, 1.174584], [2.250726, 0.869312, 0.955222]], "forces_ev_per_a": [[0.0, 0.0, 0.1], [0.0, -0.3, -0.3], [-0.1, 0.2, 0.0], [0.0, -0.2, 0.0], [0.1, -0.2, -0.1], [-0.4, 0.4, 0.1], [0.2, 0.0, 0.2], [0.0, 0.2, 0.2], [0.1, 0.1, -0.1], [0.3, 0.0, 0.2], [-0.1, -0.2, 0.0], [-0.1, 0.0, 0.1], [0.0, 0.0, -0.1], [-0.1, 0.0, -0.1]], "e_homo_ev": -9.672, "multiplicity": 1, "gap_ev": 10.3834, "e_tot_ev": -8372.1372, "smiles": "C[C@@H](O)CC=O", "lumo_energy_ev": 0.711}

---

{"formula": "C44H88Br4O20S10", "method": "ωB97M-V with the def2-TZVPD basis set", "symbols": ["O", "S", "O", "C", "C", "C", "C", "H", "H", "H", "H", "H", "H", "H", "H", "O", "S", "O", "C", "C", "C", "C", "H", "H", "H", "H", "H", "H", "H", "H", "O", "S", "O", "C", "C", "C", "C", "H", "H", "H", "H", "H", "H", "H", "H", "O", "S", "O", "C", "C", "C", "C", "H", "H", "H", "H", "H", "H", "H", "H", "O", "S", "O", "C", "C", "C", "C", "H", "H", "H", "H", "H", "H", "H", "H", "O", "S", "O", "C", "C", "C", "C", "H", "H", "H", "H", "H", "H", "H", "H", "O", "S", "O", "C", "C", "C", "C", "H", "H", "H", "H", "H", "H", "H", "H", "O", "S", "O", "C", "C", "C", "C", "H", "H", "H", "H", "H", "H", "H", "H", "O", "S", "O", "C", "C", "C", "C", "H", "H", "H", "H", "H", "H", "H", "H", "O", "S", "O", "C", "C", "C", "C", "H", "H", "H", "H", "H", "H", "H", "H", "Br", "C", "C", "Br", "H", "H", "H", "H", "Br", "C", "C", "Br", "H", "H", "H", "H"], "positions_angstrom": [[-1.591526, -1.317630, -1.898338], [-0.941271, -0.458246, -0.938849], [-1.467080, 0.858107, -0.648809], [-0.738416, -1.426107, 0.638895], [0.769881, -1.354730, 0.823817], [1.408131, -1.435688, -0.535521], [0.870528, -0.269022, -1.272215], [-1.187465, -2.408382, 0.528486], [-1.259986, -0.763066, 1.322618], [1.020889, -0.439892, 1.365675], [1.220369, -2.153343, 1.415787], [1.073477, -2.376099, -1.003080], [2.482656, -1.627372, -0.505498], [1.158121, -0.082679, -2.307290], [1.259095, 0.637650, -0.798126], [6.239007, 1.850858, 1.995539], [5.349141, 1.608429, 3.123028], [5.194389, 2.608007, 4.149313], [3.712089, 0.968538, 2.519169], [3.530121, -0.393148, 3.213923], [4.937788, -0.973016, 3.350866], [5.853693, 0.060133, 4.011470], [3.830207, 0.963783, 1.436686], [2.946558, 1.672922, 2.841061], [3.081106, -0.280153, 4.201953], [2.816190, -0.990910, 2.649972], [5.299020, -1.429121, 2.433712], [4.801469, -1.846910, 3.999198], [6.930291, -0.063778, 4.052239], [5.491272, 0.178940, 5.032844], [-4.292554, 3.797400, 4.079568], [-2.868073, 3.600722, 4.329377], [-2.055550, 4.590456, 5.005211], [-2.539432, 1.929963, 5.085883], [-2.019826, 1.076021, 3.931069], [-1.205819, 1.938714, 2.970702], [-2.063621, 3.185150, 2.707383], [-3.514672, 1.682390, 5.508877], [-1.886091, 1.961030, 5.955959], [-1.364623, 0.339824, 4.399118], [-2.841176, 0.639228, 3.365616], [-0.998293, 1.409358, 2.044097], [-0.329604, 2.296958, 3.515487], [-2.839778, 3.050903, 1.956963], [-1.401635, 4.012304, 2.456998], [-1.595241, -6.815239, 0.448668], [-1.569472, -5.398259, 0.155851], [-0.933656, -4.446369, 1.045663], [-0.918926, -5.256049, -1.606455], [-2.101537, -4.796660, -2.446141], [-3.035529, -3.980198, -1.550105], [-3.279669, -4.899997, -0.380687], [-0.597630, -6.232977, -1.967286], [0.001027, -4.671998, -1.664301], [-1.879239, -4.177832, -3.318580], [-2.641178, -5.661844, -2.838781], [-3.959451, -3.598927, -1.977903], [-2.420264, -3.133929, -1.229079], [-3.640426, -5.888081, -0.684592], [-3.947065, -4.689350, 0.457386], [-0.980235, -3.333067, 4.554449], [0.291727, -2.658543, 4.393746], [0.423085, -1.375691, 3.727109], [0.986174, -2.515605, 6.098191], [2.356389, -3.202994, 6.008120], [2.191186, -4.399340, 5.052382], [1.550967, -3.814027, 3.777355], [0.201335, -3.040273, 6.640762], [1.030203, -1.483543, 6.437873], [3.093848, -2.586957, 5.488864], [2.709037, -3.470916, 7.001087], [1.633238, -5.209775, 5.520685], [3.153288, -4.812169, 4.745706], [1.061146, -4.480415, 3.067186], [2.296420, -3.259356, 3.201469], [-4.848434, 6.693827, -2.048628], [-3.683881, 5.873559, -1.933787], [-2.370402, 6.451322, -1.842861], [-3.871757, 4.677379, -0.562070], [-4.202703, 3.308141, -1.189319], [-3.425519, 3.256691, -2.535413], [-3.747027, 4.576725, -3.212696], [-4.650017, 5.013530, 0.118091], [-2.907595, 4.557803, -0.066007], [-3.903868, 2.470722, -0.564954], [-5.271948, 3.374519, -1.402858], [-3.627818, 2.374342, -3.142137], [-2.367595, 3.107528, -2.293519], [-4.730359, 4.522316, -3.683558], [-3.091858, 4.749936, -4.069188], [3.700901, 1.183930, -1.328568], [4.525033, 0.774172, -2.434465], [4.454964, -0.600288, -2.962504], [4.249322, 1.810797, -3.855400], [5.135248, 3.056060, -3.599539], [6.496895, 2.458962, -3.146013], [6.259726, 1.274296, -2.185925], [3.234391, 2.124520, -4.090196], [4.667811, 1.366742, -4.760301], [5.219430, 3.484557, -4.593960], [4.595995, 3.605458, -2.831360], [7.175788, 3.247130, -2.824111], [6.957579, 2.104708, -4.070767], [6.301530, 1.468487, -1.116301], [6.764663, 0.393486, -2.574748], [1.236135, 2.867232, -2.569574], [1.655009, 4.232237, -2.233501], [2.345341, 5.083504, -3.161645], [0.185302, 5.007361, -1.515243], [0.353973, 5.049834, -0.013296], [1.846944, 5.264232, 0.231878], [2.637230, 4.318026, -0.676658], [-0.707497, 4.518430, -1.893526], [0.159567, 6.008118, -1.948539], [-0.234786, 5.863077, 0.412638], [0.033537, 4.155815, 0.526876], [2.145121, 5.255381, 1.281350], [2.164669, 6.275069, -0.052976], [2.650280, 3.332239, -0.199624], [3.695072, 4.567813, -0.730707], [-5.627028, -4.470986, 0.941864], [-5.220170, -3.844577, 2.168484], [-5.676132, -4.462422, 3.393242], [-3.456771, -3.506047, 2.424047], [-3.338365, -2.014402, 2.854884], [-4.438228, -1.293752, 2.120129], [-5.736429, -2.085572, 2.140089], [-2.813279, -3.645979, 1.544181], [-3.015722, -4.340946, 2.972952], [-3.338611, -1.951202, 3.946503], [-2.334345, -1.634236, 2.680772], [-4.215820, -1.088787, 1.066295], [-4.567225, -0.250846, 2.426509], [-6.479146, -1.877899, 1.375893], [-6.232777, -2.077067, 3.114329], [-2.162098, 2.039595, -6.652985], [-1.169634, 2.287902, -5.630806], [-1.192927, 3.524088, -4.865414], [-1.061970, 0.902410, -4.506833], [-0.118253, -0.131689, -5.195540], [0.562155, 0.520082, -6.390157], [0.519326, 2.030117, -6.155663], [-1.983488, 0.369143, -4.281474], [-0.628587, 1.234980, -3.564252], [0.682377, -0.381728, -4.497469], [-0.726143, -0.999420, -5.435343], [0.137889, 0.234097, -7.356623], [1.612037, 0.275310, -6.578808], [0.699604, 2.686665, -7.008440], [1.231421, 2.313211, -5.381975], [3.417633, -4.897076, -1.542708], [4.785626, -3.552411, -1.263614], [5.641059, -3.902966, -0.038365], [4.477118, -3.788286, 1.538065], [4.322326, -2.595301, -1.048083], [5.404057, -3.467972, -2.152155], [6.428020, -3.158283, 0.061049], [6.070601, -4.898791, -0.031738], [-5.150938, 0.109433, -1.608617], [-4.942972, -1.743510, -2.122178], [-6.057772, -2.045338, -3.108391], [-7.861313, -2.016810, -2.271849], [-4.907197, -2.344869, -1.221002], [-4.006908, -1.689312, -2.673288], [-6.050671, -3.055587, -3.519292], [-6.033317, -1.410788, -3.990031]], "forces_ev_per_a": [[0.0, 0.2, -0.6], [1.3, 0.3, 0.9], [-0.3, -0.2, -0.1], [0.2, 1.6, -1.0], [0.6, -0.9, 0.9], [0.3, -1.6, -0.5], [0.0, 1.0, -0.3], [0.2, 0.1, 0.0], [-0.1, -0.4, 0.3], [0.1, 0.1, -0.3], [-0.6, -0.2, 0.2], [-0.2, 0.1, 0.0], [0.1, 0.9, 0.0], [-0.5, -0.6, -0.2], [-0.6, 0.1, 0.2], [-0.7, -0.2, 0.5], [0.7, -0.9, 0.5], [-0.3, 0.3, -0.4], [0.5, 0.5, 0.8], [0.5, 0.9, -0.7], [0.0, -1.6, 0.7], [-1.5, 0.4, -0.6], [-0.2, -0.3, -0.1], [0.1, 0.2, -0.2], [0.1, 0.3, 0.0], [0.3, -0.3, -0.1], [0.2, 0.6, -0.2], [0.5, 0.0, 0.1], [0.0, -0.1, -0.5], [0.1, 0.3, 0.0], [1.2, -0.2, 0.5], [0.5, -0.7, -0.8], [-0.5, -0.2, -0.1], [-1.1, 0.9, -0.2], [0.2, -0.2, 0.7], [-0.9, 0.8, 0.7], [0.3, 0.1, 0.5], [-0.1, -0.4, -0.4], [0.4, 0.5, -0.3], [-0.3, -0.5, -0.5], [0.0, -0.3, 0.2], [0.4, 0.1, 0.0], [0.4, -0.3, -0.4], [-0.1, -0.1, 0.1], [-0.4, 0.3, -0.1], [0.3, 0.5, 0.7], [-0.9, -0.9, -2.7], [0.2, -0.2, 0.0], [0.4, -0.2, 0.2], [-0.8, 0.6, -0.7], [0.6, -0.5, 0.8], [0.9, -1.4, 0.9], [-0.2, -0.3, 0.6], [-0.3, 0.6, 0.3], [0.6, -0.1, 0.1], [0.0, -0.1, 0.1], [0.5, -0.8, -0.3], [-0.5, 0.2, 0.0], [0.0, 0.1, -0.4], [0.9, 0.3, -0.9], [0.3, 0.4, -0.6], [0.9, 0.2, 1.3], [-0.5, -0.3, -0.1], [0.0, -0.1, -1.0], [-0.5, -0.4, -0.4], [0.1, -0.1, -0.3], [-0.4, 0.0, 0.1], [0.4, -0.2, 0.4], [-0.1, 0.1, -0.3], [-0.1, 0.5, 0.5], [0.2, -0.1, -0.1], [-0.3, 0.1, -0.2], [0.1, 0.0, 0.2], [-0.1, -0.3, 0.3], [-0.1, 0.3, 0.2], [-0.3, 0.5, 0.1], [-0.1, -2.1, -0.1], [0.2, 0.3, -0.1], [0.4, -0.6, 0.0], [0.0, 0.9, -1.0], [0.1, 0.0, 1.1], [0.5, -0.3, -1.1], [0.1, 0.2, 0.1], [0.0, 0.6, 0.1], [-0.3, 0.1, 0.2], [-0.1, -0.8, 0.1], [-0.6, 0.2, -0.1], [0.1, 0.5, -0.1], [-0.3, 0.3, 0.6], [0.4, 0.4, 0.4], [0.1, -0.1, 0.5], [-0.3, -1.1, -2.5], [0.1, 0.9, 1.4], [0.6, 1.3, -0.6], [-0.4, -1.8, 0.2], [-0.4, 0.6, -0.6], [-0.9, 0.0, -0.6], [-0.3, -0.4, 0.6], [-0.1, -0.7, 0.3], [0.0, 1.0, 0.4], [0.5, 0.8, -0.2], [-0.1, -0.2, 0.6], [0.0, -0.4, 0.1], [0.6, 0.0, 0.0], [0.5, 0.0, 0.7], [1.0, 0.8, -0.1], [-0.6, -0.7, 1.8], [-0.1, -0.1, -0.8], [-0.1, 0.4, -0.8], [0.3, 0.2, 0.5], [0.7, 1.1, -0.3], [-0.4, -1.2, 1.2], [0.2, -0.3, 0.0], [0.1, 0.1, 0.2], [0.0, 0.1, -0.1], [-0.1, -0.3, -0.4], [-0.1, -0.7, 0.0], [-0.5, 0.1, -0.2], [-0.3, -0.2, -0.4], [-0.2, 0.4, -0.8], [-0.2, -0.2, -0.6], [-0.5, 1.1, 1.6], [0.1, 0.3, -0.2], [1.1, 0.0, -1.1], [0.4, -1.5, 1.0], [-0.5, 1.4, -0.9], [0.1, -0.9, 1.3], [-1.0, 0.7, -0.1], [-0.5, 0.5, 1.0], [-0.9, 0.1, 0.0], [-0.1, -0.1, -0.6], [0.5, -0.6, -0.1], [-0.3, -0.2, 0.6], [0.2, -0.1, -0.3], [0.0, 0.5, 0.0], [0.7, 0.0, 0.2], [0.3, 0.7, 1.8], [-0.4, -0.3, -0.6], [0.2, -1.2, 0.1], [0.1, 0.4, 0.6], [0.7, 0.5, -1.6], [-0.4, -0.1, -1.1], [-0.4, 0.6, -0.1], [-0.1, 0.4, -0.1], [-0.3, -0.4, 0.1], [0.4, -0.2, -0.2], [-0.6, 0.3, 0.2], [0.0, -0.4, 0.7], [0.0, -0.3, -0.2], [-0.5, 0.2, 0.4], [0.0, 0.2, -0.2], [0.6, -0.2, 0.9], [-0.6, 0.2, -0.4], [0.3, -0.2, -0.1], [-0.2, 0.0, -0.4], [-0.1, -0.1, -0.1], [0.0, 0.0, 0.2], [-0.1, 0.0, -0.1], [0.0, 0.4, 0.5], [-0.8, 1.2, -1.0], [-0.6, -1.0, 0.2], [0.7, 0.2, -0.3], [-0.2, 0.1, -0.1], [0.1, -0.5, 0.3], [0.4, -0.1, 0.3], [-0.2, 0.5, 0.4]], "e_homo_ev": -10.062, "multiplicity": 1, "gap_ev": 9.8560, "e_tot_ev": -476521.9493, "smiles": "O=S1(=O)CCCC1.O=S1(=O)CCCC1.O=S1(=O)CCCC1.O=S1(=O)CCCC1.O=S1(=O)CCCC1.O=S1(=O)CCCC1.O=S1(=O)CCCC1.O=S1(=O)CCCC1.O=S1(=O)CCCC1.O=S1(=O)CCCC1.BrCCBr.BrCCBr", "lumo_energy_ev": -0.206}

---

{"formula": "C7H8N2O3", "method": "ωB97M-V with the def2-TZVPD basis set", "symbols": ["C", "C", "C", "C", "C", "C", "C", "N", "N", "O", "O", "O", "H", "H", "H", "H", "H", "H", "H", "H"], "positions_angstrom": [[1.726771, 2.201177, -0.670933], [2.760196, 1.832614, -1.617912], [1.584152, 1.794019, -2.642239], [0.676249, 0.998337, 4.913194], [-0.365278, -0.754979, 0.802497], [-1.234911, 0.457251, 0.389867], [-1.098801, 0.951125, -1.011539], [4.004747, 1.925846, -1.675891], [0.693480, 2.199365, -1.544128], [1.422049, 1.735149, 4.454450], [1.367283, 1.755517, -3.787429], [-0.099651, 0.274250, 5.392366], [1.912304, 2.240816, 0.403689], [-0.771698, -1.661793, 0.297701], [0.768570, -0.751302, 0.499607], [-0.503203, -0.794538, 1.865924], [-2.409160, 0.130774, 0.404426], [-0.979753, 1.345514, 1.007407], [-1.942621, 1.689124, -1.355305], [4.429527, 1.738196, -2.656269]], "forces_ev_per_a": [[-0.9, -1.0, -1.1], [0.4, 0.1, -2.0], [0.2, 0.7, 1.2], [-1.5, -1.1, 0.9], [0.8, -0.1, -1.6], [-1.0, 0.3, -1.2], [-1.1, -0.1, -1.4], [1.5, -0.5, -1.3], [0.6, 0.1, 3.1], [1.0, 0.9, -0.7], [0.0, -0.5, -1.1], [0.4, 0.2, -0.3], [-1.0, 0.6, -0.2], [0.3, 0.5, 0.6], [-2.1, 0.5, 0.7], [0.4, -0.7, 0.6], [2.6, 1.0, 0.5], [-0.8, -0.4, 0.3], [1.6, -0.9, 1.0], [-1.2, 0.3, 2.0]], "e_homo_ev": [-8.120, -7.686], "multiplicity": 1, "gap_ev": [7.1577, 6.7625], "e_tot_ev": -16504.7875, "lumo_energy_ev": [-0.963, -0.924]}

---

Number 1: largest force on an atom 4.0 eV Å⁻¹. Number 2: largest force on an atom 0.6 eV Å⁻¹. Number 3: largest force on an atom 3.0 eV Å⁻¹. Number 4: largest force on an atom 3.1 eV Å⁻¹.